18
Properties=species:S:1:pos:R:3 method="wB97M-V/def2-TZVPD" total_charge=0 de_lowest_kcal_mol=103.7 e_lumo_ev=0.01 energy_ev=-12855.431 homo_energy_ev=-8.232
N 1.874 -0.156 -0.290
H -1.324 -0.105 2.153
N -0.585 -0.338 -2.375
C -0.089 1.953 0.043
H -0.184 -2.313 0.921
H 1.499 -2.347 1.124
H 0.323 1.802 -0.950
C -0.718 0.696 0.557
H -0.874 2.713 0.008
H -1.165 -1.731 -0.974
N 0.676 -1.787 0.942
H 2.723 -0.633 0.027
C -0.826 -0.735 -1.225
H 0.715 2.264 0.703
H -0.335 0.623 -2.555
O -1.696 0.117 -0.103
C 0.797 -0.697 0.100
O -0.812 0.675 1.892